No. 1
C48H43N4OP2RuTe | ωB97M-V/def2-TZVPD

Last column: Löwdin charge in e.
Geometry (Å):
Ru1 0.516 -0.671 -1.622  0.9498
Te1 -3.016 0.525 1.949  1.5541
C1 -2.718 0.050 4.020  -0.4697
C2 -1.869 -0.918 4.533  -0.0900
C3 -1.813 -1.056 5.918  -0.1124
N1 -2.542 -0.313 6.714  0.0893
C4 -3.346 0.609 6.251  -0.1058
C5 -3.477 0.831 4.883  -0.1252
C6 -1.003 0.431 1.214  -0.6807
P1 -0.893 2.090 0.356  1.0445
C7 -1.474 3.264 1.629  -0.4782
C8 -2.021 4.443 1.123  -0.0952
C9 -2.485 5.425 1.977  -0.0370
C10 -2.405 5.236 3.353  -0.0253
C11 -1.829 4.082 3.865  -0.0479
C12 -1.370 3.087 3.016  -0.1673
C13 0.788 2.778 0.081  -0.2116
C14 1.395 2.888 -1.201  -0.0357
C15 2.741 2.814 -1.366  0.0683
C16 3.675 2.467 -0.246  -0.1320
C17 3.015 2.819 1.048  0.0584
C18 1.666 2.941 1.190  -0.0536
P2 -0.600 -1.143 0.335  0.9248
C19 -1.819 -2.360 0.905  -0.4283
C20 -1.431 -3.413 1.726  -0.0874
C21 -2.377 -4.316 2.187  -0.0400
C22 -3.710 -4.182 1.826  -0.0295
C23 -4.101 -3.146 0.991  -0.0531
C24 -3.162 -2.240 0.525  -0.2117
C25 1.082 -1.861 0.740  -0.3477
C26 1.707 -1.719 1.916  -0.0373
C27 3.130 -1.297 1.964  -0.1294
C28 4.029 -1.332 0.717  -0.0879
C29 3.257 -1.405 -0.612  -0.1263
C30 1.823 -1.973 -0.564  -0.2276
H1 -1.281 -1.561 3.895  0.0800
H2 -1.174 -1.786 6.397  0.1224
H3 -3.905 1.186 6.974  0.1270
H4 -4.152 1.590 4.515  0.0978
H5 -2.083 4.579 0.050  0.1061
H6 -2.914 6.330 1.577  0.1226
H7 -2.789 5.989 4.023  0.1244
H8 -1.729 3.957 4.933  0.1221
H9 -0.877 2.208 3.420  0.0960
H10 0.773 3.092 -2.062  0.1216
H11 3.171 2.982 -2.342  0.1416
H12 4.587 3.069 -0.336  0.1866
H13 3.665 2.996 1.894  0.1565
H14 1.246 3.151 2.165  0.1355
H15 -0.393 -3.524 2.008  0.0994
H16 -2.069 -5.126 2.831  0.1212
H17 -4.439 -4.892 2.184  0.1239
H18 -5.133 -3.052 0.690  0.1204
H19 -3.463 -1.482 -0.194  0.0689
H20 1.155 -1.594 2.840  0.1251
H21 3.656 -1.601 2.865  0.1656
H22 4.853 -2.042 0.752  0.1625
H23 3.840 -1.952 -1.356  0.1607
H24 1.817 -3.003 -0.938  0.1038
O1 -1.047 1.142 -2.140  -0.2621
C31 -2.374 0.707 -2.443  -0.2331
C32 -2.531 0.448 -3.939  -0.1294
C33 -1.347 -0.382 -4.456  -0.1489
C34 -1.341 -1.767 -3.870  -0.2693
C35 -2.102 -2.741 -4.512  0.0107
C36 -2.131 -4.035 -4.033  -0.0068
C37 -1.399 -4.316 -2.887  -0.0144
C38 -0.692 -3.296 -2.282  -0.1191
N2 -0.638 -2.041 -2.757  -0.0227
H25 -0.873 1.923 -2.687  0.0995
H26 -3.092 1.462 -2.101  0.1305
H27 -2.519 -0.215 -1.866  0.0925
H28 -2.555 1.396 -4.479  0.1281
H29 -3.472 -0.069 -4.128  0.1332
H30 -0.421 0.150 -4.218  0.0773
H31 -1.421 -0.463 -5.540  0.1340
H32 -2.663 -2.467 -5.390  0.1317
H33 -2.702 -4.799 -4.534  0.1275
H34 -1.369 -5.311 -2.473  0.1226
H35 -0.151 -3.504 -1.365  0.0898
C39 3.092 0.261 1.787  -0.1340
C40 4.359 0.180 0.943  -0.1119
C41 4.187 0.952 -0.360  -0.0753
C42 3.107 0.101 -1.035  -0.3251
N3 1.845 0.420 -0.380  -0.0312
C43 1.917 0.535 0.898  -0.1854
C44 3.057 0.159 -2.539  -0.2048
C45 4.122 0.582 -3.326  0.0107
C46 4.079 0.401 -4.698  -0.0001
C47 2.991 -0.261 -5.244  -0.0010
C48 1.965 -0.648 -4.401  -0.0772
N4 1.972 -0.407 -3.086  0.0086
H36 3.075 0.847 2.701  0.1614
H37 5.280 0.377 1.482  0.1711
H38 5.126 0.935 -0.910  0.1534
H39 0.992 0.676 1.447  0.0712
H40 4.986 1.051 -2.889  0.1191
H41 4.895 0.740 -5.317  0.1310
H42 2.939 -0.478 -6.299  0.1281
H43 1.128 -1.202 -4.804  0.1127

Summary:
HOMO level (alpha / beta) ... -14.9 / -14.9 eV
E ... -86902.8920 eV
Net charge ... +3
Gap between HOMO and LUMO (alpha / beta) ... 0.149 / 0.149 Ha
LUMO energy (alpha / beta) ... -10.8 / -10.8 eV

No. 2
C2H4ClP | ωB97M-V/def2-TZVPD

Last column: natural (NBO) charge in e.
Geometry (Å):
C1 0.169 0.090 -0.238  -0.6865
C2 -0.235 -0.919 0.800  -0.6575
P1 1.055 1.426 0.128  0.8785
Cl1 0.160 2.785 -2.353  -0.5524
H1 -0.132 0.043 -1.379  0.3082
H2 0.065 -0.523 1.754  0.2160
H3 0.250 -1.949 0.574  0.2450
H4 -1.333 -0.953 0.713  0.2486

Summary:
HOMO level (alpha / beta) ... -9.6 / -9.6 eV
E ... -23947.3988 eV
Gap between HOMO and LUMO (alpha / beta) ... 0.269 / 0.269 Ha
Relative energy (zero: lowest compared OMol25 entry of this formula, charge and spin) ... 201.8 kJ/mol
LUMO energy (alpha / beta) ... -2.3 / -2.3 eV

No. 3
C27H50BIN5O17S | ωB97M-V/def2-TZVPD

Last column: Löwdin charge in e.
Geometry (Å):
N1 -6.097 -0.880 -2.609  0.1139
B1 -6.025 -2.185 -3.440  -0.3504
O1 -7.249 -2.727 -4.076  0.0408
C1 -4.508 -2.849 -3.568  0.0270
N2 -3.503 -2.982 -2.406  0.1043
C2 -2.187 -3.589 -2.841  -0.0879
C3 -0.792 -3.910 -2.041  -0.1727
C4 -0.975 -4.369 -0.478  -0.4530
S1 -1.767 -3.064 0.631  0.8732
C5 -1.435 -1.345 -0.050  -0.4167
N3 -0.290 -0.378 0.219  -0.0105
N4 -0.420 0.822 -0.507  0.0185
C6 -1.678 0.787 -1.382  0.0290
O2 -2.226 -0.531 -1.021  -0.1952
C7 -2.512 -3.816 -4.438  -0.5329
I1 -1.185 -4.651 -6.012  0.8305
N5 -3.896 -3.373 -4.870  0.0627
H1 -5.126 -0.676 -2.227  0.0650
H2 -6.275 -0.086 -3.289  0.1050
H3 -7.399 -2.136 -4.884  0.1281
H4 -3.734 -2.648 -1.445  0.1212
H5 -0.086 -2.976 -2.146  0.1399
H6 -0.295 -4.839 -2.603  0.1305
H7 -1.489 -5.442 -0.382  0.1244
H8 0.126 -4.526 -0.044  0.1106
H9 -2.062 1.615 -2.123  0.1556
H10 -4.344 -3.380 -5.821  0.1673
C8 3.139 -10.415 -0.466  -0.0644
C9 2.316 -9.189 -0.114  -0.2198
O3 2.296 -8.260 -1.205  0.0179
C10 1.434 -8.557 -2.211  -0.5525
O4 0.687 -9.522 -2.256  0.1137
O5 1.565 -7.608 -3.171  -0.0177
C11 0.769 -7.846 -4.330  -0.0679
H11 4.139 -10.123 -0.807  0.0851
H12 3.238 -11.077 0.398  0.0841
H13 2.678 -10.980 -1.282  0.0772
H14 2.779 -8.672 0.734  0.1239
H15 1.298 -9.459 0.190  0.1240
H16 -0.281 -8.005 -4.066  0.0942
H17 1.164 -8.705 -4.882  0.1065
H18 0.832 -6.963 -4.972  0.0407
C12 1.727 0.864 1.899  -0.1001
C13 2.810 0.300 2.801  -0.2168
O6 3.127 1.221 3.852  0.0225
C14 2.259 1.242 4.896  -0.5492
O7 1.261 0.549 5.013  0.1027
O8 2.680 2.184 5.774  -0.0101
C15 1.807 2.368 6.886  -0.0480
H19 2.009 1.858 1.534  0.0840
H20 1.555 0.207 1.042  0.0296
H21 0.782 0.980 2.439  0.0716
H22 3.727 0.152 2.221  0.1224
H23 2.527 -0.678 3.210  0.1230
H24 1.597 1.418 7.389  0.0974
H25 0.878 2.844 6.556  0.1014
H26 2.301 3.032 7.601  0.0898
C16 3.203 6.640 5.954  -0.0592
C17 3.975 6.461 7.248  -0.2176
O9 4.087 7.706 7.949  0.0177
C18 2.987 8.085 8.650  -0.5490
O10 1.941 7.461 8.737  0.1053
O11 3.244 9.289 9.217  -0.0078
C19 2.135 9.844 9.921  -0.0520
H27 3.643 7.440 5.350  0.0758
H28 3.202 5.714 5.371  0.0785
H29 2.164 6.924 6.148  0.0756
H30 4.995 6.133 7.021  0.1238
H31 3.524 5.692 7.886  0.1166
H32 1.732 9.136 10.652  0.0971
H33 1.359 10.150 9.211  0.0995
H34 2.482 10.731 10.458  0.0948
C20 6.576 8.269 0.303  -0.0712
C21 7.659 7.705 1.206  -0.2212
O12 7.976 8.627 2.256  0.0234
C22 7.108 8.647 3.300  -0.5477
O13 6.109 7.954 3.417  0.0993
O14 7.529 9.590 4.179  -0.0043
C23 6.655 9.773 5.291  -0.0462
H35 6.857 9.263 -0.061  0.0828
H36 6.404 7.612 -0.553  0.0782
H37 5.631 8.386 0.843  0.0744
H38 8.575 7.558 0.625  0.1230
H39 7.376 6.728 1.615  0.1237
H40 6.446 8.824 5.793  0.0909
H41 5.727 10.249 4.960  0.1008
H42 7.150 10.438 6.005  0.0970
C24 -9.736 -5.295 -6.737  -0.0599
C25 -8.255 -5.065 -6.982  -0.2261
O15 -7.943 -5.199 -8.374  0.0216
C26 -8.245 -4.125 -9.148  -0.5512
O16 -8.738 -3.077 -8.762  0.1027
O17 -7.925 -4.428 -10.431  -0.0045
C27 -8.269 -3.408 -11.367  -0.0472
H43 -10.052 -6.253 -7.163  0.0878
H44 -9.957 -5.291 -5.666  0.0821
H45 -10.341 -4.520 -7.216  0.0790
H46 -7.676 -5.829 -6.452  0.1229
H47 -7.928 -4.091 -6.599  0.1001
H48 -7.855 -2.439 -11.070  0.0961
H49 -9.357 -3.349 -11.470  0.1032
H50 -7.843 -3.681 -12.337  0.0976

Summary:
HOMO level ... -11.7 eV
E ... -90665.5527 eV
Net charge ... +1
Gap between HOMO and LUMO ... 0.262 Ha
LUMO energy ... -4.6 eV

No. 4
C17H17Cl51 | ωB97M-V/def2-TZVPD

Last column: Löwdin charge in e.
Geometry (Å):
C1 2.468 5.992 -0.118  -1.6252
Cl1 2.227 5.417 1.510  0.5072
Cl2 3.418 4.789 -0.870  0.5448
Cl3 3.249 7.583 -0.214  0.5391
H1 1.497 6.141 -0.606  -0.0193
C2 -3.751 -1.115 4.679  -1.5209
Cl4 -2.606 -0.649 5.908  0.5507
Cl5 -3.640 -0.238 3.138  0.4848
Cl6 -5.431 -0.944 5.253  0.5179
H2 -3.664 -2.158 4.440  -0.0015
C3 -1.361 4.015 0.048  -1.4950
Cl7 -2.845 3.410 -0.737  0.5286
Cl8 -1.483 5.727 0.432  0.5460
Cl9 0.036 3.726 -1.058  0.5117
H3 -1.182 3.430 0.976  -0.0564
C4 -0.213 2.342 4.750  -1.4598
Cl10 1.199 2.605 5.725  0.5456
Cl11 0.125 3.428 3.329  0.4846
Cl12 -1.722 2.903 5.545  0.5106
H4 -0.318 1.307 4.484  -0.0343
C5 1.983 -6.214 2.629  -1.5167
Cl13 3.029 -7.162 1.559  0.5323
Cl14 2.175 -4.465 2.369  0.4990
Cl15 2.323 -6.604 4.342  0.5111
H5 0.933 -6.459 2.379  0.0002
C6 6.531 -1.194 1.163  -1.4847
Cl16 6.358 -2.612 2.216  0.5132
Cl17 6.693 -1.653 -0.607  0.4555
Cl18 7.954 -0.241 1.643  0.5165
H6 5.598 -0.656 1.229  -0.0811
C7 3.514 1.615 2.359  -1.4339
Cl19 3.418 0.673 0.796  0.4837
Cl20 4.808 2.796 2.236  0.5422
Cl21 3.852 0.440 3.693  0.4927
H7 2.539 2.096 2.514  -0.0229
C8 -5.340 3.254 1.709  -1.5890
Cl22 -6.162 4.510 0.753  0.5098
Cl23 -6.462 2.499 2.831  0.5406
Cl24 -3.987 3.957 2.584  0.5282
H8 -4.961 2.522 1.062  -0.0966
C9 4.037 -4.036 -2.395  -1.4758
Cl25 5.507 -4.910 -1.876  0.5044
Cl26 4.486 -3.053 -3.829  0.5022
Cl27 3.374 -3.108 -1.030  0.4753
H9 3.238 -4.694 -2.808  0.0206
C10 -1.393 -3.922 0.807  -1.5642
Cl28 -0.274 -4.948 -0.097  0.5589
Cl29 -1.858 -4.745 2.318  0.5212
Cl30 -2.780 -3.552 -0.130  0.5920
H10 -0.889 -2.996 1.064  -0.0597
C11 2.880 0.367 -3.999  -1.5220
Cl31 1.691 -0.976 -4.132  0.4582
Cl32 2.716 1.255 -2.487  0.5258
Cl33 2.790 1.502 -5.295  0.5805
H11 3.847 -0.136 -3.980  -0.0065
C12 0.796 -2.277 4.859  -1.5415
Cl34 -0.266 -3.558 5.360  0.5397
Cl35 1.100 -1.190 6.200  0.5433
Cl36 0.203 -1.419 3.380  0.4859
H12 1.759 -2.731 4.714  -0.0242
C13 -1.321 -4.541 -3.413  -1.5112
Cl37 -1.650 -6.180 -3.940  0.5577
Cl38 -2.580 -3.411 -3.969  0.4931
Cl39 0.229 -3.907 -4.096  0.4676
H13 -1.223 -4.550 -2.347  -0.1053
C14 -1.257 0.642 -6.154  -1.6798
Cl40 -0.635 1.499 -7.509  0.5634
Cl41 -0.858 -1.103 -6.289  0.4733
Cl42 -2.910 0.856 -5.905  0.5798
H14 -0.769 0.986 -5.223  -0.0459
C15 -1.862 4.680 -4.308  -1.4517
Cl43 -0.465 3.612 -4.794  0.4838
Cl44 -2.633 5.203 -5.820  0.5211
Cl45 -1.339 6.120 -3.390  0.5150
H15 -2.515 4.004 -3.779  -0.0093
C16 -0.356 0.018 -0.828  -1.5459
Cl46 -0.954 0.456 0.793  0.5093
Cl47 -1.496 -0.020 -2.110  0.5729
Cl48 0.551 -1.489 -0.655  0.5163
H16 0.334 0.814 -1.105  -0.0657
C17 -5.713 0.082 -1.618  -1.4219
Cl49 -6.208 1.748 -1.181  0.5392
Cl50 -4.731 -0.564 -0.231  0.4535
Cl51 -4.788 -0.107 -3.130  0.4971
H17 -6.610 -0.532 -1.715  0.0204

Summary:
HOMO level ... -10.9 eV
E ... -656548.2907 eV
Gap between HOMO and LUMO ... 0.405 Ha
Relative energy (zero: lowest compared OMol25 entry of this formula, charge and spin) ... 0.0 kJ/mol
LUMO energy ... 0.1 eV